Entry 1:
{"formula": "C41H79B3IN3O12PS", "method": "ωB97M-V with the def2-TZVPD basis set", "symbols": ["C", "C", "C", "C", "N", "C", "B", "O", "O", "C", "I", "C", "C", "C", "C", "C", "C", "C", "C", "C", "B", "N", "O", "N", "B", "C", "O", "C", "S", "P", "O", "O", "H", "H", "H", "H", "H", "H", "H", "H", "H", "H", "H", "H", "H", "H", "H", "H", "H", "H", "H", "H", "H", "H", "H", "H", "H", "H", "H", "H", "H", "H", "H", "C", "C", "C", "O", "C", "H", "H", "H", "H", "H", "H", "H", "H", "C", "C", "C", "O", "C", "H", "H", "H", "H", "H", "H", "H", "H", "C", "C", "C", "O", "C", "H", "H", "H", "H", "H", "H", "H", "H", "C", "C", "C", "O", "C", "H", "H", "H", "H", "H", "H", "H", "H", "C", "C", "C", "O", "C", "H", "H", "H", "H", "H", "H", "H", "H", "C", "C", "C", "O", "C", "H", "H", "H", "H", "H", "H", "H", "H"], "positions_angstrom": [[6.50, -1.12, 1.54], [5.55, -0.21, 0.76], [4.30, 0.08, 1.60], [3.17, 0.75, 0.80], [2.73, 2.02, 1.42], [1.30, 2.28, 1.29], [0.89, 2.41, -0.25], [1.88, 2.71, -1.15], [-0.42, 2.31, -0.70], [0.38, 1.35, 2.18], [1.46, 0.69, 3.94], [-0.31, 0.20, 1.42], [-0.80, -1.01, 2.18], [-2.11, -1.05, 2.66], [-2.63, -2.16, 3.33], [-1.82, -3.27, 3.52], [-0.52, -3.26, 3.04], [0.00, -2.15, 2.37], [1.42, -2.22, 1.86], [-0.54, 2.31, 2.84], [-1.89, 2.05, 3.69], [-3.18, 2.06, 3.10], [-1.70, 1.88, 5.03], [-0.19, 3.56, 2.72], [-0.97, 4.71, 3.34], [-0.69, 5.15, 4.82], [-1.88, 5.32, 2.57], [1.07, 3.69, 1.94], [2.35, 4.18, 3.17], [0.92, 5.30, 0.91], [2.23, 5.27, -0.06], [-0.39, 5.11, -0.04], [6.34, -2.16, 1.28], [7.54, -0.87, 1.37], [6.29, -1.03, 2.61], [5.30, -0.65, -0.20], [6.06, 0.73, 0.58], [3.97, -0.84, 2.07], [4.59, 0.78, 2.38], [2.35, 0.05, 0.75], [3.52, 0.89, -0.23], [3.22, 2.75, 0.92], [1.87, 2.15, -1.94], [-0.44, 1.66, -1.42], [0.31, -0.14, 0.60], [-1.19, 0.65, 0.95], [-2.74, -0.20, 2.48], [-3.65, -2.12, 3.66], [-2.24, -4.12, 4.04], [0.12, -4.11, 3.16], [2.12, -1.94, 2.63], [1.62, -3.24, 1.57], [1.51, -1.58, 0.99], [-3.22, 2.16, 2.10], [-3.85, 2.67, 3.55], [-2.43, 2.25, 5.54], [-1.49, 4.75, 5.44], [-0.69, 6.23, 4.93], [0.23, 4.72, 5.20], [-2.36, 5.99, 3.08], [2.34, 5.50, 2.90], [1.96, 5.06, -0.97], [-0.79, 4.23, -0.04], [3.24, -4.52, -2.79], [1.75, -4.39, -3.07], [1.15, -4.45, -1.68], [2.13, -3.88, -0.80], [3.38, -3.74, -1.49], [3.88, -4.13, -3.58], [3.50, -5.57, -2.63], [1.55, -3.41, -3.51], [1.36, -5.15, -3.74], [0.96, -5.48, -1.36], [0.22, -3.88, -1.59], [3.54, -2.67, -1.70], [4.18, -4.09, -0.85], [-6.88, -5.49, 4.52], [-6.79, -4.51, 5.68], [-5.29, -4.32, 5.81], [-4.75, -4.48, 4.50], [-5.75, -5.02, 3.63], [-7.85, -5.49, 4.02], [-6.69, -6.51, 4.87], [-7.27, -3.57, 5.41], [-7.25, -4.87, 6.60], [-4.85, -5.08, 6.46], [-5.02, -3.33, 6.20], [-6.08, -4.23, 2.95], [-5.31, -5.82, 3.03], [1.35, 0.92, -4.88], [1.54, 0.27, -6.26], [2.43, -0.92, -5.92], [2.09, -1.31, -4.58], [1.28, -0.30, -3.98], [0.47, 1.55, -4.81], [2.23, 1.52, -4.64], [0.58, -0.07, -6.64], [1.98, 0.93, -7.00], [3.49, -0.64, -5.94], [2.28, -1.76, -6.59], [0.25, -0.68, -3.90], [1.65, -0.10, -2.97], [-3.81, 2.52, -4.56], [-4.04, 2.72, -3.07], [-3.06, 1.71, -2.48], [-1.96, 1.63, -3.39], [-2.31, 2.28, -4.62], [-4.12, 3.37, -5.17], [-4.35, 1.64, -4.91], [-3.76, 3.73, -2.78], [-5.06, 2.54, -2.75], [-3.51, 0.72, -2.39], [-2.68, 2.01, -1.50], [-1.75, 3.22, -4.69], [-2.01, 1.64, -5.46], [-3.98, -2.41, -1.44], [-3.13, -2.85, -0.25], [-4.18, -3.40, 0.70], [-5.23, -3.92, -0.13], [-5.04, -3.49, -1.48], [-3.42, -2.32, -2.37], [-4.44, -1.44, -1.23], [-2.44, -3.64, -0.55], [-2.54, -2.05, 0.20], [-4.61, -2.62, 1.33], [-3.80, -4.20, 1.34], [-4.71, -4.35, -2.08], [-5.99, -3.14, -1.88], [5.21, 4.83, -2.64], [5.42, 4.00, -3.90], [6.20, 2.81, -3.35], [5.75, 2.62, -2.00], [4.99, 3.76, -1.59], [4.37, 5.53, -2.71], [6.11, 5.41, -2.42], [4.46, 3.67, -4.30], [5.95, 4.52, -4.69], [7.27, 3.00, -3.34], [6.02, 1.89, -3.91], [3.94, 3.45, -1.54], [5.31, 4.07, -0.59]], "homo_lumo_gap_ha": 0.28179, "charge": 1, "lumo_ha": -0.116}


Entry 2:
{"formula": "C41H79N5O11", "method": "ωB97M-V with the def2-TZVPD basis set", "symbols": ["C", "C", "O", "C", "H", "H", "H", "H", "H", "H", "C", "C", "O", "C", "H", "H", "H", "H", "H", "H", "C", "C", "O", "C", "H", "H", "H", "H", "H", "H", "C", "C", "O", "C", "H", "H", "H", "H", "H", "H", "C", "C", "O", "C", "H", "H", "H", "H", "H", "H", "C", "C", "O", "C", "H", "H", "H", "H", "H", "H", "C", "C", "O", "C", "H", "H", "H", "H", "H", "H", "C", "C", "O", "C", "H", "H", "H", "H", "H", "H", "C", "C", "O", "N", "C", "H", "H", "H", "H", "H", "H", "H", "C", "C", "O", "N", "C", "H", "H", "H", "H", "H", "H", "H", "C", "C", "O", "N", "C", "H", "H", "H", "H", "H", "H", "H", "N", "C", "C", "C", "C", "H", "H", "H", "H", "H", "N", "C", "C", "C", "C", "H", "H", "H", "H", "H"], "positions_angstrom": [[-36.26, -25.16, 2.07], [-35.44, -23.93, 1.78], [-34.72, -23.44, 2.62], [-35.58, -23.32, 0.41], [-37.31, -24.93, 1.86], [-36.17, -25.41, 3.13], [-35.86, -26.04, 1.55], [-35.54, -24.06, -0.39], [-34.76, -22.63, 0.24], [-36.56, -22.84, 0.32], [-32.94, -19.70, 7.19], [-34.03, -18.66, 7.29], [-35.14, -18.94, 7.66], [-33.66, -17.26, 6.84], [-31.94, -19.26, 7.16], [-33.12, -20.23, 6.26], [-33.05, -20.37, 8.05], [-34.33, -16.48, 7.19], [-33.64, -17.25, 5.75], [-32.63, -16.98, 7.07], [-28.22, -16.30, 8.36], [-28.87, -16.84, 7.13], [-30.01, -16.51, 6.87], [-28.12, -17.80, 6.29], [-27.60, -15.47, 8.03], [-27.61, -17.04, 8.87], [-29.03, -15.98, 9.01], [-27.95, -18.73, 6.83], [-27.22, -17.35, 5.86], [-28.74, -18.11, 5.45], [-26.32, -17.92, 3.13], [-27.69, -18.36, 2.62], [-27.87, -19.52, 2.35], [-28.78, -17.34, 2.35], [-26.17, -18.35, 4.12], [-26.20, -16.86, 3.34], [-25.52, -18.28, 2.50], [-28.39, -16.33, 2.27], [-29.43, -17.38, 3.24], [-29.29, -17.62, 1.43], [-32.52, -17.54, 2.38], [-32.90, -18.59, 3.38], [-32.16, -18.89, 4.30], [-34.14, -19.38, 3.09], [-31.69, -16.97, 2.81], [-33.36, -16.86, 2.21], [-32.19, -17.87, 1.39], [-34.94, -18.68, 2.85], [-34.32, -20.00, 3.97], [-33.97, -20.01, 2.22], [-27.87, -24.54, 6.82], [-29.26, -24.86, 7.24], [-29.50, -25.86, 7.90], [-30.41, -24.00, 6.76], [-27.45, -23.79, 7.50], [-27.91, -24.07, 5.83], [-27.28, -25.45, 6.76], [-30.47, -23.01, 7.20], [-31.38, -24.49, 6.91], [-30.37, -23.87, 5.67], [-28.11, -21.29, 10.97], [-29.13, -21.19, 9.86], [-29.06, -21.92, 8.89], [-30.23, -20.17, 10.01], [-27.85, -20.31, 11.37], [-27.25, -21.90, 10.70], [-28.65, -21.84, 11.75], [-31.00, -20.55, 10.68], [-30.75, -20.04, 9.06], [-29.79, -19.21, 10.29], [-29.43, -28.01, 4.22], [-30.27, -27.28, 3.20], [-30.71, -27.82, 2.21], [-30.58, -25.84, 3.53], [-28.44, -27.57, 4.23], [-29.32, -29.06, 3.93], [-29.93, -28.02, 5.19], [-31.39, -25.76, 4.25], [-30.75, -25.27, 2.62], [-29.66, -25.41, 3.93], [-27.65, -22.94, 0.54], [-27.15, -22.16, -0.66], [-26.86, -22.71, -1.72], [-27.19, -20.82, -0.50], [-26.80, -19.84, -1.50], [-27.57, -22.34, 1.46], [-26.96, -23.76, 0.76], [-28.67, -23.32, 0.52], [-27.65, -20.47, 0.32], [-26.57, -20.33, -2.44], [-25.92, -19.30, -1.13], [-27.59, -19.11, -1.65], [-32.81, -23.13, -3.07], [-32.59, -23.52, -1.62], [-32.29, -22.65, -0.79], [-32.90, -24.78, -1.30], [-32.68, -25.42, -0.02], [-32.43, -23.92, -3.71], [-32.27, -22.20, -3.25], [-33.88, -23.05, -3.28], [-33.15, -25.35, -2.09], [-33.59, -25.94, 0.28], [-32.28, -24.77, 0.75], [-31.92, -26.20, -0.14], [-29.52, -21.05, 5.12], [-29.88, -21.90, 3.94], [-29.19, -22.83, 3.54], [-31.04, -21.55, 3.36], [-31.62, -22.33, 2.28], [-30.41, -20.60, 5.56], [-28.88, -20.20, 4.86], [-29.08, -21.65, 5.91], [-31.43, -20.63, 3.47], [-30.87, -22.62, 1.54], [-32.27, -21.65, 1.72], [-32.19, -23.17, 2.66], [-26.52, -21.05, 7.70], [-26.02, -21.06, 6.43], [-25.26, -19.92, 6.29], [-25.11, -19.36, 7.57], [-25.97, -20.02, 8.42], [-27.03, -21.81, 8.14], [-26.33, -21.84, 5.75], [-24.76, -19.62, 5.38], [-24.46, -18.52, 7.76], [-26.12, -19.84, 9.47], [-31.61, -19.93, -0.84], [-30.54, -19.20, -0.39], [-30.61, -17.92, -0.89], [-31.72, -17.89, -1.75], [-32.30, -19.14, -1.73], [-31.80, -20.91, -0.65], [-29.86, -19.70, 0.29], [-29.89, -17.14, -0.71], [-32.10, -17.07, -2.34], [-33.18, -19.53, -2.21]], "homo_lumo_gap_ha": 0.31689, "e_above_lowest_kj_mol": 0.0, "lumo_ha": 0.015}


Entry 3:
{"formula": "C41H81N11O13", "method": "ωB97M-V with the def2-TZVPD basis set", "symbols": ["C", "O", "C", "N", "C", "O", "C", "C", "C", "C", "C", "C", "C", "C", "O", "H", "H", "H", "H", "H", "H", "H", "H", "H", "H", "H", "C", "O", "N", "C", "C", "H", "H", "H", "H", "H", "H", "H", "C", "O", "N", "C", "C", "H", "H", "H", "H", "H", "H", "H", "C", "O", "N", "C", "C", "H", "H", "H", "H", "H", "H", "H", "C", "O", "N", "C", "C", "H", "H", "H", "H", "H", "H", "H", "C", "O", "N", "C", "C", "H", "H", "H", "H", "H", "H", "H", "C", "O", "N", "C", "C", "H", "H", "H", "H", "H", "H", "H", "C", "O", "N", "C", "C", "H", "H", "H", "H", "H", "H", "H", "C", "O", "N", "C", "C", "H", "H", "H", "H", "H", "H", "H", "C", "O", "N", "C", "C", "H", "H", "H", "H", "H", "H", "H", "C", "O", "N", "C", "C", "H", "H", "H", "H", "H", "H", "H"], "positions_angstrom": [[-4.88, 3.68, 0.06], [-5.12, 2.40, 0.68], [-4.41, 1.35, 0.05], [-3.68, 0.51, 1.03], [-2.87, 1.30, 1.94], [-3.08, 1.65, 3.06], [-1.57, 1.55, 1.12], [-0.59, 2.60, 1.16], [0.54, 2.48, 0.22], [0.64, 1.32, -0.68], [1.90, 1.27, -1.60], [-0.39, 0.25, -0.73], [-1.51, 0.39, 0.19], [-2.78, -0.47, 0.44], [-3.05, -1.63, 0.24], [-3.84, 3.81, -0.33], [-5.66, 3.87, -0.73], [-5.04, 4.46, 0.85], [-3.71, 1.72, -0.75], [-5.17, 0.68, -0.45], [-0.72, 3.44, 1.86], [1.33, 3.26, 0.23], [2.37, 0.26, -1.47], [2.63, 2.02, -1.22], [1.65, 1.38, -2.69], [-0.34, -0.61, -1.43], [5.51, 2.46, -1.24], [5.12, 1.31, -1.29], [6.46, 3.00, -2.04], [6.89, 4.37, -1.91], [7.08, 2.16, -3.06], [5.12, 3.18, -0.50], [6.70, 4.90, -2.85], [7.96, 4.40, -1.69], [6.35, 4.87, -1.11], [6.30, 1.80, -3.74], [7.55, 1.30, -2.58], [7.82, 2.73, -3.61], [-2.05, -5.22, 3.97], [-1.45, -5.34, 5.02], [-2.63, -4.08, 3.53], [-3.32, -4.02, 2.25], [-2.56, -2.89, 4.35], [-2.16, -6.06, 3.27], [-2.84, -3.26, 1.62], [-4.36, -3.74, 2.43], [-3.29, -4.98, 1.74], [-1.52, -2.62, 4.52], [-3.03, -3.09, 5.32], [-3.08, -2.06, 3.86], [-5.46, 3.88, -3.98], [-5.09, 3.10, -3.13], [-6.76, 4.11, -4.32], [-7.13, 5.06, -5.35], [-7.80, 3.37, -3.63], [-4.75, 4.49, -4.56], [-7.77, 5.83, -4.91], [-7.67, 4.54, -6.14], [-6.25, 5.54, -5.77], [-7.75, 3.58, -2.56], [-7.65, 2.30, -3.79], [-8.78, 3.66, -4.01], [2.15, 4.90, 3.08], [1.92, 4.05, 2.23], [1.67, 4.88, 4.34], [1.98, 5.92, 5.30], [0.80, 3.79, 4.75], [2.80, 5.76, 2.88], [2.48, 5.47, 6.16], [1.06, 6.41, 5.62], [2.64, 6.67, 4.86], [1.33, 2.85, 4.64], [-0.08, 3.77, 4.10], [0.49, 3.92, 5.78], [8.42, 1.79, 1.83], [8.13, 2.76, 1.14], [8.13, 0.51, 1.54], [8.49, -0.59, 2.40], [7.42, 0.22, 0.30], [8.95, 1.90, 2.79], [9.14, -1.28, 1.85], [7.58, -1.11, 2.70], [9.01, -0.24, 3.29], [8.01, 0.58, -0.54], [6.46, 0.73, 0.31], [7.25, -0.85, 0.20], [2.68, -6.75, 1.30], [3.51, -5.87, 1.43], [1.67, -6.99, 2.17], [0.71, -8.05, 1.97], [1.56, -6.15, 3.35], [2.69, -7.44, 0.44], [-0.29, -7.62, 1.90], [0.75, -8.74, 2.81], [0.92, -8.59, 1.05], [1.43, -5.11, 3.04], [2.47, -6.23, 3.94], [0.70, -6.45, 3.95], [4.50, -0.49, 2.64], [5.64, -0.17, 2.92], [4.14, -1.69, 2.12], [2.76, -2.00, 1.80], [5.17, -2.69, 1.89], [3.65, 0.20, 2.77], [2.45, -2.87, 2.38], [2.69, -2.23, 0.73], [2.11, -1.16, 2.03], [5.66, -2.92, 2.83], [5.91, -2.30, 1.19], [4.72, -3.60, 1.48], [-0.99, -2.69, -2.60], [0.05, -2.15, -2.96], [-1.46, -3.86, -3.07], [-2.70, -4.44, -2.59], [-0.70, -4.57, -4.09], [-1.64, -2.24, -1.83], [-2.50, -5.42, -2.15], [-3.39, -4.55, -3.43], [-3.16, -3.80, -1.83], [0.29, -4.80, -3.70], [-0.60, -3.93, -4.96], [-1.21, -5.49, -4.37], [-5.41, 5.94, 2.79], [-5.54, 6.47, 1.70], [-4.81, 6.50, 3.87], [-4.71, 5.80, 5.13], [-4.26, 7.84, 3.75], [-5.80, 4.93, 2.98], [-5.22, 6.39, 5.91], [-3.65, 5.69, 5.39], [-5.17, 4.82, 5.07], [-5.05, 8.53, 3.47], [-3.50, 7.84, 2.96], [-3.81, 8.15, 4.69], [-1.48, -7.03, -7.77], [-0.88, -7.13, -6.72], [-2.09, -5.91, -8.22], [-2.80, -5.87, -9.48], [-2.04, -4.72, -7.40], [-1.58, -7.89, -8.46], [-2.34, -5.12, -10.13], [-3.84, -5.61, -9.31], [-2.75, -6.84, -9.98], [-1.00, -4.43, -7.25], [-2.49, -4.93, -6.43], [-2.58, -3.90, -7.89]], "smiles": "COCN1C(=O)c2ccc(C)cc2C1=O.CN(C)C=O.CN(C)C=O.CN(C)C=O.CN(C)C=O.CN(C)C=O.CN(C)C=O.CN(C)C=O.CN(C)C=O.CN(C)C=O.CN(C)C=O", "homo_lumo_gap_ha": 0.31293, "lumo_ha": 0.009}